Formula: H3NO3S
Source: the Open Molecules 2025 dataset
Level of theory: the ωB97M-V functional and the def2-TZVPD basis

```
! wB97M-V def2-TZVPD RIJCOSX def2/J DEFGRID3
* xyz 0 1
N 1.204 -0.396 0.014
O -1.037 1.157 0.641
O -1.921 1.070 -0.451
O -1.225 -1.015 -0.673
S -0.432 -0.987 0.459
H 1.548 -0.734 -0.929
H 1.978 -0.439 0.628
H -0.117 1.343 0.310
*
```

Calculated values
**DFT total energy**: -18510.1703 eV
**HOMO energy (spin up / spin down)**: -9.83 / -8.30 eV
**Frontier orbital gap (spin up / spin down)**: 9.34 / 7.73 eV

Löwdin atomic charge list, values in e, 4 entries: -0.22, -0.25, -0.18, -0.46

=====

Formula: C6H35NO10
Source: the Open Molecules 2025 dataset
Level of theory: the ωB97M-V functional and the def2-TZVPD basis

```
! wB97M-V def2-TZVPD RIJCOSX def2/J DEFGRID3
* xyz 0 1
C 2.954 0.251 2.302
C 2.596 -1.002 1.507
C 1.098 -1.086 1.193
C 0.721 -0.118 0.044
C 0.648 -2.546 0.900
C 1.514 -3.260 -0.143
N -0.752 -2.659 0.474
H 4.030 0.298 2.499
H 2.505 0.260 3.296
H 2.631 1.144 1.745
H 2.879 -1.900 2.086
H 3.232 -1.069 0.607
H 0.580 -0.764 2.107
H -0.330 0.134 0.074
H 1.246 0.833 0.166
H 0.957 -0.545 -0.921
H 0.692 -3.068 1.868
H 1.414 -2.750 -1.108
H 2.558 -3.284 0.148
H 1.150 -4.266 -0.283
H -1.372 -2.133 1.079
H -0.837 -2.300 -0.470
O 3.748 -0.485 -2.582
H 3.189 -0.971 -1.970
H 3.935 -1.068 -3.325
O -0.537 2.925 -0.058
H -0.351 3.855 -0.233
H -0.253 2.442 -0.883
O -1.804 2.130 2.191
H -1.289 2.405 1.397
H -2.425 1.458 1.876
O -2.858 2.303 -1.396
H -2.356 2.332 -2.224
H -2.185 2.663 -0.778
O -1.125 0.129 3.855
H -0.178 -0.037 3.910
H -1.136 1.031 3.415
O -3.181 -0.339 -0.883
H -3.186 0.636 -1.048
H -3.076 -0.369 0.090
O -0.287 1.646 -2.411
H 0.648 1.680 -2.748
H -0.551 0.680 -2.395
O -2.842 -0.392 1.805
H -3.654 -0.739 2.191
H -2.169 -0.406 2.523
O 2.312 1.683 -3.280
H 2.857 2.432 -3.022
H 2.869 0.903 -3.051
O -1.021 -0.974 -2.254
H -1.883 -0.814 -1.755
H -1.347 -1.333 -3.088
*
```

Calculated values
**SMILES**: CC[C@@H](C)[C@H](C)N.O.O.O.O.O.O.O.O.O.O
**DFT total energy**: -28757.4825 eV
**HOMO energy**: -8.75 eV
**Frontier orbital gap**: 8.94 eV

Löwdin atomic charge list, values in e, 4 entries: -0.10, -0.25, -0.33, -0.06

=====

Formula: C6H15NO
Source: the Open Molecules 2025 dataset
Level of theory: the ωB97M-V functional and the def2-TZVPD basis

```
! wB97M-V def2-TZVPD RIJCOSX def2/J DEFGRID3
* xyz 1 2
C 0.910 -2.367 0.030
C -0.273 -1.363 0.011
N 0.345 1.093 1.329
C 0.229 1.103 -0.013
C 0.045 -0.102 -0.719
C 0.186 -0.216 -2.183
C 0.075 2.448 -0.636
H 0.759 -3.135 -0.714
H 1.847 -1.860 -0.197
H 0.996 -2.823 1.011
H -0.669 -1.110 0.992
H -1.110 -1.817 -0.508
H 0.865 0.314 1.728
H 0.678 1.967 1.724
H 0.250 0.714 -2.742
H -0.638 -0.810 -2.584
H 1.088 -0.791 -2.407
H -0.028 2.434 -1.712
H 0.909 3.117 -0.412
H -0.817 2.928 -0.237
H -1.692 -0.505 3.227
H -1.684 0.654 2.227
O -2.270 0.126 2.784
*
```

Calculated values
**Expectation value of S²**: 0.75
**DFT total energy**: -9995.2393 eV
**HOMO energy (spin up / spin down)**: -13.96 / -14.72 eV
**Frontier orbital gap (spin up / spin down)**: 10.41 / 7.90 eV

Löwdin atomic charge list, values in e, 4 entries: -0.04, -0.18, 0.19, -0.23

=====

Formula: C4H9NO3S
Source: the Open Molecules 2025 dataset
Level of theory: the ωB97M-V functional and the def2-TZVPD basis

```
! wB97M-V def2-TZVPD RIJCOSX def2/J DEFGRID3
* xyz 0 1
C 1.636 -2.187 0.679
C 1.363 -0.864 0.739
C 0.239 -0.195 0.116
N -0.569 0.578 0.930
C -1.781 1.229 0.469
S 1.090 0.824 -1.296
O 1.374 2.179 -0.857
O 2.294 0.180 -1.737
O 0.000 0.804 -2.481
H 2.282 -2.692 1.347
H 1.112 -2.765 0.002
H 2.057 -0.174 1.083
H -0.477 -0.980 -0.363
H 0.067 1.319 1.264
H -2.614 0.482 0.181
H -2.159 1.987 1.363
H -1.614 1.772 -0.482
H 0.385 1.010 -3.253
*
```

Calculated values
**SMILES**: C=C[C@@H](NC)S(=O)(=O)O
**DFT total energy**: -22758.9415 eV
**HOMO energy**: -9.56 eV
**Frontier orbital gap**: 10.15 eV

Löwdin atomic charge list, values in e, 4 entries: 0.08, -0.17, -0.41, -0.12

=====

Formula: CH15N9
Source: the Open Molecules 2025 dataset
Level of theory: the ωB97M-V functional and the def2-TZVPD basis

```
! wB97M-V def2-TZVPD RIJCOSX def2/J DEFGRID3
* xyz 2 1
N -0.230 -2.021 -0.868
N -0.054 -1.184 0.174
N -0.088 -1.782 1.514
C -0.431 0.188 0.132
N -1.574 0.586 0.849
N 0.928 0.969 0.808
N 1.161 0.602 2.107
N -0.472 0.622 -1.338
N -0.270 2.041 -1.412
N 0.352 -0.032 -2.298
H 0.669 -2.474 -1.004
H -1.053 -2.644 -0.811
H -1.017 -1.748 1.837
H 0.525 -2.611 1.617
H -1.750 1.552 1.151
H -2.479 0.145 0.524
H 0.628 1.909 0.737
H 2.182 0.711 2.307
H 0.811 1.308 2.748
H 0.767 -0.378 2.188
H 0.744 2.229 -1.748
H -0.974 2.675 -1.757
H 1.422 0.246 -2.301
H 0.059 0.201 -3.225
H 0.141 -1.111 -1.930
*
```

Calculated values
**SMILES**: NN(N)[C@@](N)(N[NH3+])N(N)[NH3+]
**DFT total energy**: -14669.3469 eV
**HOMO energy**: -17.28 eV
**Frontier orbital gap**: 11.08 eV

Löwdin atomic charge list, values in e, 4 entries: 0.07, -0.22, 0.10, -0.42

=====

Formula: C6H7NO
Source: the Open Molecules 2025 dataset
Level of theory: the ωB97M-V functional and the def2-TZVPD basis

```
! wB97M-V def2-TZVPD RIJCOSX def2/J DEFGRID3
* xyz 0 1
C -2.015 -0.347 -0.252
C -0.541 -0.069 -0.190
C 0.132 -0.514 1.053
C 1.346 -0.496 0.054
C 1.316 1.019 -0.208
C 0.015 1.311 -0.356
H -2.148 -1.447 -0.352
H -0.097 -1.482 1.615
H 0.057 0.375 1.829
H 2.356 -0.949 0.051
H 0.476 -0.876 -1.997
H 2.136 1.732 -0.080
H -0.420 2.395 -0.189
N 0.323 -1.052 -0.947
O -2.936 0.400 -0.030
*
```

Calculated values
**DFT total energy**: -9869.1259 eV
**HOMO energy**: -9.23 eV
**Frontier orbital gap**: 10.14 eV

Löwdin atomic charge list, values in e, 4 entries: -0.19, -0.51, -0.07, -0.22

=====

Formula: C6H15OS
Source: the Open Molecules 2025 dataset
Level of theory: the ωB97M-V functional and the def2-TZVPD basis

```
! wB97M-V def2-TZVPD RIJCOSX def2/J DEFGRID3
* xyz 1 1
C -2.156 0.917 -2.285
C -3.216 -1.118 -3.066
C -0.998 -1.373 -2.165
C 0.904 1.100 5.018
C 3.705 0.191 0.487
C -2.165 -0.524 -2.525
O 0.889 -0.327 2.923
S 1.743 0.613 3.538
H -1.555 1.377 -3.013
H -1.775 1.219 -1.292
H -3.167 1.345 -2.386
H -4.116 -0.749 -3.501
H -3.186 -2.202 -3.160
H 3.834 -0.503 -0.354
H -0.462 -1.612 -3.142
H -0.335 -0.784 -1.524
H -1.185 -2.369 -1.751
H 0.735 2.130 4.735
H 1.588 1.189 5.853
H 0.021 0.510 5.174
H 2.655 0.126 0.778
H 3.959 1.167 0.327
H 4.282 -0.323 1.334
*
```

Calculated values
**DFT total energy**: -19336.5352 eV
**HOMO energy**: -10.87 eV
**Frontier orbital gap**: 2.01 eV

Löwdin atomic charge list, values in e, 4 entries: -0.09, 0.03, -0.08, -0.21

=====

Formula: C4H9NO2
Source: the Open Molecules 2025 dataset
Level of theory: the ωB97M-V functional and the def2-TZVPD basis

```
! wB97M-V def2-TZVPD RIJCOSX def2/J DEFGRID3
* xyz 0 1
C -2.051 0.091 -0.425
C -0.640 0.498 0.115
C -0.222 -0.274 1.352
O 1.164 -0.447 1.087
C 1.244 -0.114 -0.252
O 1.027 -1.063 -1.224
N 2.488 0.446 -0.492
H -2.873 0.403 0.257
H -2.289 0.550 -1.390
H -2.182 -0.997 -0.533
H 0.067 -1.014 -1.246
H -0.634 1.581 0.250
H -0.280 0.220 2.323
H -0.710 -1.255 1.422
H 3.004 0.203 -1.321
H 2.887 1.171 0.077
*
```

Calculated values
**DFT total energy**: -9876.6457 eV
**HOMO energy**: -8.37 eV
**Frontier orbital gap**: 9.38 eV

Löwdin atomic charge list, values in e, 4 entries: -0.11, -0.17, -0.21, -0.04

=====

Formula: C4H6N2O
Source: the Open Molecules 2025 dataset
Level of theory: the ωB97M-V functional and the def2-TZVPD basis

```
! wB97M-V def2-TZVPD RIJCOSX def2/J DEFGRID3
* xyz 0 1
C -2.290 0.478 0.088
C -0.957 -0.166 0.214
O 0.097 0.569 0.014
C 1.334 0.119 -0.026
N 1.514 -1.247 0.205
C 2.350 1.044 -0.329
N 3.210 1.796 -0.562
H -2.264 1.298 -0.637
H -3.012 -0.268 -0.260
H -2.672 0.877 1.038
H 1.002 -1.823 -0.474
H -0.811 -1.192 0.532
H 2.498 -1.484 0.198
*
```

Calculated values
**DFT total energy**: -9269.6531 eV
**HOMO energy (spin up / spin down)**: -7.43 / -7.38 eV
**Frontier orbital gap (spin up / spin down)**: 7.64 / 7.95 eV

Löwdin atomic charge list, values in e, 4 entries: -0.07, -0.18, 0.04, -0.40